Entry w
Density functional theory data (ωB97M-V with the def2-TZVPD basis set) for a single C7H8O4 molecule.

Positions of all 19 atoms, in Å:
O -0.41074 1.13539 0.02095
O 3.82496 -1.12876 0.02792
O 1.61803 -1.82541 0.04872
O -1.96619 -2.02142 -0.00335
C 0.59366 0.22481 -0.09114
C -0.63237 -2.13011 0.04395
C -0.02305 2.50763 0.05606
C 2.64550 -0.86825 -0.00894
C -2.47016 -0.72093 -0.02968
C 1.94272 0.40024 -0.08130
C 0.38386 -1.23715 -0.02734
H -0.95545 3.10564 0.05727
H -0.30195 -3.16386 0.08594
H 0.48903 2.82090 0.99124
H 0.64178 2.76880 -0.76905
H 2.46030 1.33835 -0.19733
H -3.55401 -0.74264 -0.04754
H -2.12770 -0.24803 -0.95812
H -2.15820 -0.21522 0.88176

**LUMO level**: 0.2 eV
**Structure (SMILES)**: CO/C=C1/OC(=O)C=C1OC
**Frontier orbital gap**: 8.7907 eV
**Highest occupied orbital energy**: -8.56 eV

Entry x
Density functional theory data (ωB97M-V with the def2-TZVPD basis set) for a single C7H8O4 molecule.

Positions of all 19 atoms, in Å:
O 0.00643 -3.29826 -1.80825
O 2.21840 0.89319 -0.14566
O -1.62194 -0.50046 -0.16558
O 0.01564 2.53136 0.77593
C 0.68439 -0.83374 -0.60984
C -1.04116 -2.60556 -1.14275
C 0.94843 2.77470 1.80133
C -0.09934 1.24983 0.36798
C -1.33865 0.72685 0.32279
C -0.58501 -1.26442 -0.60810
C 1.05784 0.47965 -0.13090
H -1.33412 -3.21382 -0.29422
H 0.88728 3.84865 2.00571
H 0.22786 -2.75117 -2.56606
H 1.96327 2.50327 1.51096
H -1.92909 -2.49600 -1.76906
H 1.48188 -1.46657 -0.95049
H 0.67631 2.19601 2.70781
H -2.21843 1.22647 0.69840

**LUMO level**: 0.6 eV
**Structure (SMILES)**: COc1coc(CO)cc1=O
**Frontier orbital gap**: 9.7535 eV
**Highest occupied orbital energy**: -9.17 eV

Of them, the most stable is entry x and the least stable is entry w.

Entry w
Density functional theory data (ωB97M-V with the def2-TZVPD basis set) for 2 unconnected molecules or ions with the total composition C2H8N2.

Positions of all 12 atoms, in Å:
N -3.15136 1.30716 -1.33366
N -2.81346 0.34728 0.74054
C 3.71044 -1.37155 0.63693
C -2.38112 1.01903 -0.24149
H -1.40535 1.51649 -0.25659
H -2.69545 1.40165 -2.22208
H -4.08831 0.93939 -1.33056
H 2.74545 -1.48458 0.15886
H 3.61659 -1.07931 1.68189
H 4.30504 -2.27860 0.61286
H -2.10072 0.27471 1.45761
H 4.25825 -0.59169 0.09569

**LUMO level**: 0.9 eV
**Structure (SMILES)**: [H]/N=C/N.C
**Frontier orbital gap**: 10.2557 eV
**Highest occupied orbital energy**: -9.41 eV

Entry x
Density functional theory data (ωB97M-V with the def2-TZVPD basis set) for 2 unconnected molecules or ions with the total composition C2H8N2.

Positions of all 12 atoms, in Å:
N -2.86139 1.57940 0.23260
N -5.04860 1.08368 0.84013
C -4.07492 1.91287 0.76654
C 5.41763 -2.40770 -0.88219
H -4.23758 2.91895 1.16536
H 5.08137 -2.52213 -1.90908
H -2.73784 0.59179 0.40024
H 5.68860 -3.29454 -0.31380
H -2.19479 2.30202 0.16130
H 4.53402 -1.96487 -0.42315
H 6.33851 -1.82692 -0.90723
H -5.90500 1.62746 0.86928

**LUMO level**: 1.0 eV
**Structure (SMILES)**: [H]/N=C/N.C
**Frontier orbital gap**: 10.2197 eV
**Highest occupied orbital energy**: -9.17 eV

Entry y
Density functional theory data (ωB97M-V with the def2-TZVPD basis set) for a single C2H8N2 molecule.

Positions of all 12 atoms, in Å:
N 1.41115 -0.84904 0.17693
N -0.80844 1.47857 0.33407
C 0.22358 -0.59466 -0.61496
C -0.90440 0.02578 0.24161
H 0.46077 0.08376 -1.44341
H 2.26629 -0.84707 -0.35934
H -1.58155 2.01048 -0.03791
H 1.34356 -1.69807 0.71611
H 0.00811 1.89184 -0.10471
H -0.16916 -1.51218 -1.07256
H -1.83487 -0.24342 -0.23420
H -0.75810 -0.36203 1.25614

**LUMO level**: 1.2 eV
**Structure (SMILES)**: NCCN
**Frontier orbital gap**: 9.8433 eV
**Highest occupied orbital energy**: -8.65 eV

Of them, the most stable is entry w and the least stable is entry x.

Entry w
Density functional theory data (ωB97M-V with the def2-TZVPD basis set) for a molecular structure, C37H64BCl2EuN8O4.

Positions of all 117 atoms, in Å:
Eu 0.98004 0.05697 -0.43357
Cl 1.63192 3.49953 -1.58294
Cl 3.52897 3.52921 -3.76729
O 3.37619 -0.18045 0.19952
O 1.30100 -1.38357 3.75531
O 3.68265 -0.10893 -2.33952
O 1.28385 -0.91508 -2.82628
N -2.44150 0.71953 -0.42658
N -1.14201 1.27420 1.90573
N 5.54333 -0.74544 0.64248
N -0.50030 -1.83718 0.27923
N -1.49007 1.11510 -1.41752
N 1.84087 -1.84899 -4.84156
N 0.19873 1.67365 1.56520
N -1.55870 -1.25589 1.10136
C 3.55774 -0.69530 -3.62620
C -1.49296 2.00184 3.01168
C 0.41469 -4.18898 -0.02641
C -3.08797 -2.22339 2.94439
C 5.22014 -1.14344 2.01718
C -2.48394 -1.86609 4.30754
C 3.09871 2.68623 1.96681
C -5.08691 0.66405 -0.32674
C 1.87494 3.38455 2.55688
C -0.18433 1.97512 -4.05474
C 2.72387 -1.95075 -5.98896
C -2.19134 1.46529 -2.50861
C 2.12226 -1.13975 -3.75792
C -3.71720 0.91541 -0.92942
C -5.48278 1.68109 0.73615
C -0.51975 2.95576 3.24499
C -3.50577 3.09036 3.93179
C 1.71264 4.85122 2.04191
C 4.57977 -0.37454 -0.19827
C -1.36762 -3.43397 1.58948
C -1.69364 1.97683 -3.84552
C -0.46384 -3.14693 0.56170
C -3.56898 1.39005 -2.20874
C -2.52449 1.24907 -4.93569
C -0.38693 -5.18266 -0.85802
C -3.73652 -3.60894 2.96119
C 3.25220 4.08727 -2.11249
C 1.41949 -1.12115 2.64044
C 1.70506 -3.66857 -0.68797
C -2.64508 1.82775 3.97287
C 4.92175 -0.26466 -1.64991
C 0.53300 -2.49065 -4.98454
C 6.97025 -0.76280 0.26650
C -2.02165 -2.26337 1.89739
C -2.04204 1.72176 5.37629
C -5.37162 -0.80068 -0.00858
C 0.55143 2.67828 2.37910
B -2.03901 0.24043 1.04887
H 3.24694 1.66588 2.37420
H 5.40534 -2.19901 2.24514
H -5.48833 2.72406 0.38517
H -2.03195 -0.88364 4.34863
H 5.77460 -0.52370 2.72020
H 2.18707 -1.70973 -6.90539
H 7.07466 -0.20992 -0.66129
H 4.14449 -0.90215 2.11572
H 0.64604 -3.59907 -5.04238
H 0.03676 1.41828 -4.99695
H 7.60501 -0.27654 1.01426
H 2.00727 3.43786 3.63917
H 4.01320 3.72410 -1.42133
H -4.82214 1.63433 1.59253
H -6.42132 -0.89413 0.32193
H 7.40028 -1.76197 0.13476
H 0.18464 -6.09172 -1.09139
H -3.61456 1.31587 -4.72374
H -2.03375 2.98966 -3.83705
H 2.59270 5.47583 2.29620
H -2.29241 0.15830 -4.90386
H -1.51962 -4.38813 2.13026
H -3.08728 0.25714 1.60421
H 3.56034 -1.25486 -5.85848
H -2.93026 4.01912 4.10994
H -3.03338 -4.44031 3.24062
H 2.36000 -3.11242 -0.00431
H -1.27818 -5.47888 -0.28112
H -6.48912 1.45571 1.10547
H -3.99596 3.20516 2.96057
H -2.77529 1.38284 6.11790
H -5.18570 -1.50115 -0.83706
H -4.31297 3.01701 4.69745
H 5.56513 0.63004 -1.78981
H -5.78376 0.88381 -1.17045
H -0.53745 3.69532 4.05672
H 0.36250 1.46265 -3.27727
H -1.69258 -2.58749 4.63748
H -0.72486 -4.77805 -1.82214
H -4.59542 -3.64129 3.62645
H 3.78920 0.00964 -4.46108
H 3.99527 3.30308 2.12719
H 0.25842 2.99760 -4.17723
H 2.99788 2.60104 0.86305
H 1.51319 -2.95149 -1.51282
H -2.36394 1.64028 -5.93529
H 4.24670 -1.54714 -3.76904
H 0.75984 -4.77469 0.80960
H -0.02832 -2.20652 -4.11417
H 0.01943 -2.14653 -5.90895
H 2.32904 -4.47549 -1.08066
H 1.60319 4.82760 0.95358
H -1.23985 0.99147 5.43102
H 5.46788 -1.12817 -2.03395
H 0.78567 5.30145 2.43991
H -1.65309 2.69822 5.76307
H -3.24220 -1.88186 5.07675
H -4.70932 -1.13968 0.82674
H -4.13873 -3.85992 1.95990
H -4.37674 1.64452 -2.88190
H -3.27061 0.95696 3.72271
H -3.87016 -1.48382 2.72262
H 3.12447 -2.98817 -6.09547
H 3.20355 5.18442 -2.13456

**LUMO level (spin up / spin down)**: -8.3 / -4.8 eV
**Net charge**: +2
**Frontier orbital gap (spin up / spin down)**: 4.6318 / 8.0678 eV
**Multiplicity**: 7
**Highest occupied orbital energy (spin up / spin down)**: -12.89 / -12.90 eV

Entry x
Density functional theory data (ωB97M-V with the def2-TZVPD basis set) for a molecular structure, C37H64BCl2EuN8O4.

Positions of all 117 atoms, in Å:
Eu 9.75541 11.09804 11.50864
Cl 12.03062 4.99611 12.00840
Cl 14.35541 6.16527 13.27692
O 9.06202 8.71907 10.50288
O 8.82188 10.81961 8.77644
O 9.80097 12.93295 9.94202
O 6.07113 10.79550 10.83392
N 12.27192 10.98043 11.89583
N 8.37195 7.19988 8.95297
N 10.11478 10.21208 14.12280
N 9.88147 14.05501 7.94632
N 9.69000 12.86104 13.40536
N 11.21198 10.74494 14.83441
N 12.83183 11.76760 12.99416
N 10.87435 13.17840 14.16091
C 12.59026 5.96166 13.39015
C 7.39510 6.72721 7.95561
C 11.52678 9.95289 15.86900
C 10.89436 14.99121 8.56478
C 8.68676 13.65419 13.87778
C 14.17754 11.88881 12.75486
C 11.72194 13.90105 17.40334
C 8.59877 8.47060 9.35788
C 7.03218 13.87855 11.98521
C 13.30612 10.58860 11.08770
C 9.22782 14.57510 14.83746
C 10.60211 8.93396 15.92159
C 7.25405 13.53363 13.41004
C 12.09451 8.84825 9.67128
C 13.18380 9.90620 9.75650
C 13.81830 9.28959 16.55620
C 8.92669 6.08989 9.71406
C 11.47659 14.74261 16.12166
C 15.15621 12.78994 13.47591
C 7.47072 8.30847 15.28151
C 8.64541 8.21575 14.23124
C 6.74245 12.15742 13.97036
C 12.84340 15.31656 15.62589
C 9.43726 13.05194 8.70533
C 8.30027 9.54481 8.32767
C 12.14758 9.93460 18.31024
C 15.45349 14.01782 12.60475
C 7.16959 10.90963 11.06286
C 13.08998 11.00030 8.67254
C 8.58316 11.98916 7.99862
C 9.07525 6.79584 13.88540
C 9.78589 9.04573 14.72738
C 14.48896 11.05167 11.66195
C 9.46034 14.40362 6.57698
C 12.57806 10.22519 16.87213
C 10.52857 14.21956 15.00755
C 16.52118 12.09200 13.70513
B 11.91428 12.04074 14.36406
H 11.14310 9.23388 9.34280
H 8.27451 8.74299 13.33534
H 8.68406 15.33387 15.44499
H 9.34472 6.68717 12.83259
H 7.38055 11.36792 13.62793
H 14.20914 9.50030 9.59548
H 12.83573 11.29870 16.78985
H 7.09190 7.58045 7.37318
H 11.83852 14.97426 8.03078
H 7.81831 5.95351 7.31150
H 13.49244 14.49175 15.30953
H 9.94798 6.53971 14.53963
H 12.78210 16.04550 14.79293
H 9.45588 13.48536 5.89322
H 7.92106 8.08143 16.25399
H 6.11943 13.50192 11.59347
H 7.52540 12.33276 7.97452
H 10.93051 15.62880 16.58921
H 8.88985 11.95249 6.97346
H 16.42540 11.02502 14.00906
H 8.44852 14.87429 6.61276
H 10.43642 8.14441 16.64091
H 12.03377 14.64095 18.22318
H 9.90272 6.35155 10.20391
H 17.10437 12.29311 12.77564
H 14.59910 14.62039 12.33165
H 6.78860 14.30434 14.03718
H 6.56733 6.28246 8.48432
H 9.06122 5.26156 8.98402
H 11.10044 14.60506 9.57207
H 12.35948 8.15798 8.88124
H 5.70814 11.93913 13.70346
H 13.47071 8.22050 16.55614
H 13.93507 11.69060 8.68072
H 12.29923 5.35293 14.27648
H 12.09892 8.83077 18.47878
H 12.83235 10.36662 19.06949
H 12.74320 12.35442 15.15563
H 10.62633 16.05480 8.59518
H 6.76494 12.20647 15.07986
H 10.83062 13.47305 17.86653
H 11.95816 8.32463 10.61348
H 14.57544 9.42370 17.38374
H 14.54940 13.03903 14.39357
H 14.28122 9.45623 15.57727
H 12.15369 6.92947 13.43719
H 6.92249 14.95287 11.88279
H 15.86023 13.64465 11.62594
H 8.29761 6.05588 14.11871
H 17.03014 12.61026 14.55248
H 10.17060 15.10501 6.18074
H 7.20924 9.63071 8.12994
H 8.23412 5.73816 10.51416
H 8.73118 9.27674 7.27099
H 7.78832 13.52141 11.23346
H 13.28736 15.82126 16.47534
H 12.23083 11.66109 8.80874
H 15.45984 10.93942 11.22517
H 12.50096 13.14471 17.23271
H 16.22757 14.64804 13.09740
H 6.60675 7.59703 15.05678
H 12.90021 10.53653 7.70854
H 11.14224 10.37186 18.49505
H 7.08531 9.34627 15.34935

**LUMO level (spin up / spin down)**: -6.6 / -8.8 eV
**Net charge**: +2
**Frontier orbital gap (spin up / spin down)**: 4.4423 / 4.0140 eV
**Multiplicity**: 7
**Highest occupied orbital energy (spin up / spin down)**: -11.00 / -12.79 eV

Of them, the most stable is entry w and the least stable is entry x.